ORCA calculation (wB97M-V/def2-TZVPD) on an isolated ion of composition C3H7FN3O and charge +1 at a distorted geometry.

```
15
Properties=species:S:1:pos:R:3:forces:R:3
N 1.727 -1.257 0.481 -0.32 0.45 -0.33
C 0.774 -0.495 -0.069 0.31 -0.16 0.10
N -0.411 -1.038 -0.564 0.34 -0.40 -0.56
C -1.537 -0.529 0.238 -0.05 -0.21 0.08
O -1.247 0.781 0.708 0.01 0.28 0.06
C -0.380 1.566 -0.027 0.25 0.13 0.36
F -0.164 2.676 0.699 -0.06 -0.25 -0.29
N 0.944 0.852 -0.095 -1.62 -0.47 -0.21
H 2.235 -1.951 -0.052 -0.79 -0.88 0.35
H 1.992 -1.077 1.441 0.90 0.73 -0.37
H -0.547 -0.760 -1.535 -0.02 0.16 0.07
H -1.685 -1.153 1.118 0.08 0.16 -0.01
H -2.437 -0.565 -0.380 0.15 0.12 -0.03
H -0.735 1.867 -1.021 -0.07 -0.16 0.07
H 1.471 1.082 -0.942 0.88 0.49 0.72
```
Forces are in eV/Å.

Output
* net charge: +1
* HOMO energy: -15.47 eV


ORCA calculation (wB97M-V/def2-TZVPD) on a 3-piece molecular cluster, C3H7FN3O2 overall at a distorted geometry.

```
16
Properties=species:S:1:pos:R:3:forces:R:3
C 1.752 0.791 -0.081 1.32 0.91 1.86
C 1.658 2.188 -0.190 1.34 3.10 -2.59
C -2.469 0.867 0.096 -0.07 1.19 -0.83
N 2.539 1.545 0.736 -1.52 -0.60 -1.54
N -3.293 1.651 -0.217 -1.92 0.47 0.28
N -0.326 -2.243 0.350 0.99 3.02 1.81
O 1.466 -0.309 -0.347 -0.94 -3.11 -0.55
O -1.463 0.290 0.186 1.27 -1.54 0.74
F 0.581 2.910 0.146 -0.82 -0.26 0.97
H 2.183 2.751 -0.968 -0.21 -0.17 0.00
H 2.814 1.833 1.622 0.78 0.04 1.92
H -0.859 -1.307 0.402 -0.04 -1.26 -0.04
H -4.270 1.817 0.014 0.62 -0.08 -0.13
H 0.024 -2.219 -0.604 0.13 -0.85 -0.15
H -0.802 -3.039 0.752 -0.32 -0.31 -0.65
H 0.479 -1.999 0.993 -0.60 -0.56 -1.11
```
Forces are in eV/Å.

Output
* net charge: +1
* HOMO energy: -13.72 eV